A molecular structure, C23H18CsN5. Source: the OMol25 dataset; level of theory: ωB97M-V/def2-TZVPD.

Structure (XYZ):
```
47
Properties=species:S:1:pos:R:3:forces:R:3
Cs 0.17730 -0.61106 -0.05553 -0.5 0.0 -0.5
C 4.88359 -3.35504 -2.68932 0.0 0.0 0.0
C 5.11835 -3.64099 -1.34810 0.0 0.0 0.0
C 4.60030 -2.82071 -0.36193 -0.1 -0.1 -0.1
C 3.85085 -1.70786 -0.73354 0.3 0.1 0.4
C 3.64182 -1.39750 -2.06632 0.0 0.1 -0.1
C 4.14581 -2.23891 -3.04860 0.0 0.1 0.0
N 3.30071 -0.80028 0.23190 0.0 -0.2 -0.5
N 3.04767 -1.30602 1.33107 -0.3 0.0 0.2
C 2.41796 -0.33837 2.19801 0.7 0.3 0.1
C 2.97254 0.93152 2.32426 0.0 -0.1 0.1
C 2.34887 1.82665 3.17430 -0.1 -0.1 0.0
C 1.19381 1.42109 3.83019 0.0 0.0 -0.1
C 0.71423 0.14128 3.60663 0.1 -0.1 0.0
N 1.32578 -0.74774 2.81425 -0.1 0.0 0.3
H 5.28958 -4.00166 -3.45610 0.0 0.0 0.0
H 5.70988 -4.50519 -1.07650 0.0 0.0 0.0
H 4.76369 -3.02514 0.68696 0.0 0.0 0.0
H 3.09240 -0.49904 -2.32124 0.0 0.0 0.0
H 3.97549 -2.01206 -4.09239 0.0 0.0 0.0
H 3.86456 1.17857 1.76793 0.0 0.1 0.0
H 2.74239 2.82420 3.31464 0.0 0.0 0.0
H 0.66293 2.08747 4.49491 0.0 0.0 0.0
H -0.19968 -0.18728 4.08624 0.0 -0.1 0.0
C -5.82515 -2.59305 -0.70428 0.0 0.1 0.0
C -6.17456 -1.24587 -0.68138 0.0 -0.1 0.0
C -5.20106 -0.26464 -0.61772 0.0 0.1 0.0
C -3.85711 -0.62342 -0.57737 0.1 0.0 0.0
C -3.51044 -1.96866 -0.60306 0.0 0.0 0.1
C -4.48717 -2.95217 -0.66325 0.0 0.0 0.0
N -2.77150 0.31359 -0.47770 0.1 -0.2 0.0
N -3.11425 1.49294 -0.63562 0.1 0.2 0.1
C -2.10963 2.51283 -0.53120 0.1 -0.1 0.0
C -2.68696 3.78581 -0.58106 -0.1 0.0 0.0
C -1.89269 4.91139 -0.48130 0.1 0.0 0.0
C -0.52025 4.73153 -0.34604 0.0 0.0 0.0
C 0.02123 3.44858 -0.31363 0.0 0.0 0.0
C -0.72767 2.26235 -0.40992 -0.1 0.0 0.1
H -6.59322 -3.35390 -0.74991 0.0 0.0 0.0
H -7.21880 -0.96128 -0.70960 0.0 0.0 0.0
H -5.46025 0.78455 -0.59464 0.0 0.0 0.0
H -2.46254 -2.24277 -0.55977 0.0 0.0 0.0
H -4.20178 -3.99626 -0.68055 0.0 0.0 0.0
H -3.76360 3.85661 -0.69343 0.0 0.1 0.0
H -2.32590 5.90297 -0.51409 0.0 0.0 0.0
H 0.13622 5.59314 -0.27145 0.0 0.0 0.0
H 1.10624 3.38981 -0.21478 0.0 0.0 0.0
```
Forces are in eV/Å.

Values from the calculation:
HOMO ... -6.47 eV
LUMO level ... -0.0331 Ha
Largest force on an atom ... 0.014 hartree/bohr
Energy relative to the best compared isomer or geometry (same formula, charge and spin) ... 2.00 kcal per mole
E ... -1181.03684 Eh

Mulliken population analysis, charges in e, atoms 1 to 5:
1 Cs 1.098
2 C -0.395
3 C -0.579
4 C -0.244
5 C 0.132